No. 1
Molecular formula: C32H48BF7IrN6O5P2S3
Method: DFT, ωB97M-V/def2-TZVPD

Summary:
net charge = 0
energy = -126776.2161 eV
multiplicity = 2
E_LUMO (spin up / spin down) = -0.4 / -2.2 eV
energy relative to the best compared isomer or geometry (same formula, charge and spin) = 33.3 kcal per mole
orbital gap (spin up / spin down) = 8.156 / 6.381 eV
expectation value of S² = 0.757
HOMO (spin up / spin down) = -8.60 / -8.60 eV

Last column: Mulliken charge in e.
Cartesian coordinates (Å):
Ir 0.79 0.75 -0.44  1.006
F 6.47 3.44 -2.29  -0.316
C 5.13 3.31 -2.34  0.428
F 4.61 4.51 -2.08  -0.211
F 4.82 3.01 -3.62  -0.233
C 4.65 2.25 -1.39  0.184
C 5.52 1.62 -0.53  -0.489
C 5.04 0.65 0.35  -1.307
C 3.71 0.34 0.33  -0.200
N 2.86 0.94 -0.52  0.882
C 3.30 1.90 -1.35  0.705
S 2.01 2.60 -2.22  -0.297
H 6.57 1.89 -0.53  0.539
H 5.70 0.14 1.04  0.554
H 3.29 -0.41 0.98  0.266
F 2.60 -1.47 2.45  -0.371
B 1.50 -0.71 2.84  0.249
F 1.10 0.14 1.65  -0.199
F 1.79 0.17 3.84  -0.310
F 0.40 -1.51 3.10  -0.334
C 4.59 -3.10 -0.75  -1.184
C 4.15 -2.98 -2.20  0.574
C 4.33 -1.60 -2.79  -1.285
O 2.79 -3.47 -2.31  -0.199
P 1.39 -2.71 -2.36  0.483
S 1.05 -1.85 -4.08  -0.584
S 1.12 -1.63 -0.62  -0.192
O 0.40 -3.94 -2.20  -0.313
C 0.52 -5.17 -1.43  0.757
C 1.10 -4.98 -0.04  -0.815
C 1.26 -6.21 -2.24  -1.586
H 5.63 -2.79 -0.65  0.507
H 4.50 -4.13 -0.41  0.335
H 3.97 -2.47 -0.11  0.096
H 4.71 -3.70 -2.79  0.260
H 3.73 -0.87 -2.27  0.116
H 4.05 -1.59 -3.84  0.375
H 5.38 -1.32 -2.70  0.535
H -0.53 -5.48 -1.33  0.367
H 2.14 -4.67 -0.09  -0.041
H 1.06 -5.93 0.49  0.484
H 0.55 -4.24 0.54  0.171
H 2.33 -5.97 -2.29  0.203
H 0.87 -6.25 -3.26  0.373
H 1.14 -7.19 -1.78  0.475
O -1.17 0.14 -0.02  2.023
P -2.62 0.10 0.40  -3.460
N -3.09 -1.48 0.49  0.629
C -2.82 -2.36 -0.66  -0.262
C -2.42 -3.70 -0.04  -0.166
C -3.12 -3.67 1.32  -1.012
C -2.95 -2.23 1.76  -0.215
N -2.88 0.73 1.88  0.970
C -1.83 0.90 2.91  0.507
C -2.60 1.48 4.08  -0.814
C -3.68 2.33 3.40  -0.553
C -4.10 1.46 2.22  -0.430
N -3.62 0.68 -0.76  1.016
C -3.35 1.73 -1.74  -0.193
C -4.09 1.21 -2.97  -0.804
C -5.39 0.66 -2.37  -0.733
C -5.02 0.26 -0.93  -0.719
H -2.02 -1.96 -1.29  0.006
H -3.72 -2.46 -1.28  0.345
H -1.34 -3.73 0.09  -0.527
H -2.72 -4.54 -0.66  0.650
H -2.68 -4.37 2.04  0.447
H -4.18 -3.91 1.21  0.344
H -1.96 -2.08 2.20  -0.023
H -3.70 -1.90 2.48  0.268
H -1.05 1.58 2.57  -0.490
H -1.35 -0.05 3.14  -0.143
H -1.95 2.06 4.74  0.430
H -3.06 0.68 4.67  0.311
H -3.23 3.25 3.03  -0.048
H -4.51 2.58 4.06  0.461
H -4.44 2.07 1.38  0.287
H -4.90 0.77 2.50  0.273
H -2.29 1.88 -1.87  -0.141
H -3.77 2.69 -1.42  0.380
H -3.51 0.41 -3.43  0.229
H -4.27 1.99 -3.72  0.485
H -5.78 -0.18 -2.94  0.341
H -6.16 1.44 -2.36  0.301
H -5.11 -0.81 -0.75  0.348
H -5.68 0.77 -0.21  0.326
O -1.71 3.02 0.31  -0.502
C -0.61 3.31 0.74  -0.794
N 0.57 2.63 0.51  0.760
C 1.62 3.33 1.13  -0.115
O 2.79 3.05 1.12  -0.479
C 1.03 4.51 1.83  -0.115
C 1.63 5.50 2.58  -0.311
C 0.80 6.50 3.08  -0.564
C -0.57 6.49 2.83  -0.737
C -1.16 5.49 2.07  -0.342
C -0.32 4.50 1.59  0.305
H 2.70 5.50 2.76  0.537
H 1.23 7.30 3.68  0.417
H -1.19 7.29 3.23  0.417
H -2.22 5.48 1.87  0.567
N -0.01 0.63 -2.32  -0.571
H -0.93 0.21 -2.16  0.168
H 0.52 0.00 -2.94  -0.262
H -0.12 1.52 -2.79  0.518

No. 2
Molecular formula: C39H68Cl3GeN2O3S5SbSi3Ti
Method: DFT, ωB97M-V/def2-TZVPD

Summary:
net charge = 0
energy = -252219.8804 eV
multiplicity = 3
E_LUMO (spin up / spin down) = 0.0 / -1.6 eV
energy relative to the best compared isomer or geometry (same formula, charge and spin) = 16.2 kcal per mole
orbital gap (spin up / spin down) = 6.985 / 5.618 eV
expectation value of S² = 2.033
HOMO (spin up / spin down) = -6.95 / -7.22 eV

Last column: Mulliken charge in e.
Cartesian coordinates (Å):
Ti -0.05 0.71 0.57  -1.448
S 6.93 -3.42 1.07  -0.212
C 5.47 -2.91 0.53  0.124
S 4.92 -3.09 -1.10  -0.146
C 3.33 -2.35 -0.93  0.303
C 3.05 -1.88 0.37  -0.881
S 1.64 -1.18 1.01  -0.014
S 4.31 -2.12 1.54  0.019
S 2.36 -2.27 -2.27  -0.053
Cl -0.94 7.80 1.04  -0.236
C -1.08 6.07 0.94  0.302
C -1.17 5.46 -0.29  -0.905
C -1.27 4.08 -0.36  1.230
Cl -1.39 3.36 -1.92  -0.076
C -1.29 3.26 0.79  -1.507
O -1.41 1.94 0.70  0.450
C -1.23 3.94 2.00  0.193
Cl -1.31 3.04 3.48  0.062
C -1.12 5.32 2.10  -0.917
H -1.15 6.04 -1.20  0.500
H -1.07 5.79 3.07  0.527
C 2.20 1.49 -6.12  -1.288
C 2.83 0.45 -5.20  0.016
C 2.89 0.89 -3.73  -0.489
C 1.52 1.18 -3.11  0.445
Ge 1.64 1.61 -1.16  2.109
C 2.13 3.56 -1.04  -0.087
C 2.05 4.37 -2.33  0.029
C 2.65 5.78 -2.19  -0.658
C 4.18 5.78 -2.18  -1.288
H 2.25 1.18 -7.17  0.429
H 2.72 2.45 -6.04  0.295
H 1.15 1.66 -5.88  0.238
H 3.84 0.23 -5.54  0.449
H 2.26 -0.49 -5.26  -0.356
H 3.53 1.78 -3.64  0.391
H 3.38 0.10 -3.15  0.145
H 0.87 0.31 -3.24  -0.854
H 1.05 2.03 -3.61  0.684
H 3.05 1.01 -0.81  -0.321
H 3.15 3.58 -0.65  0.576
H 1.50 4.05 -0.28  -0.277
H 1.01 4.47 -2.64  0.035
H 2.58 3.85 -3.13  0.074
H 2.28 6.24 -1.27  0.239
H 2.31 6.40 -3.01  0.407
H 4.57 5.09 -1.42  0.267
H 4.58 6.77 -1.96  0.411
H 4.57 5.46 -3.15  0.301
C 2.22 3.66 2.54  -1.141
C 1.96 2.19 2.44  0.585
C 2.77 1.27 3.29  -0.738
O 1.09 1.75 1.69  0.717
H 2.34 3.95 3.58  0.439
H 1.42 4.23 2.07  -0.022
H 3.15 3.88 2.02  0.337
H 3.73 1.71 3.55  0.502
H 2.89 0.31 2.80  -0.187
H 2.20 1.11 4.21  -0.093
C -2.22 1.17 5.90  -1.345
Si -1.23 -0.33 5.38  1.343
C 0.50 -0.20 6.10  -1.451
C -2.05 -1.81 6.18  -1.140
Sb -1.12 -0.65 2.82  -1.213
Si -3.66 -0.57 2.37  0.884
C -4.71 -1.05 3.85  -1.181
C -4.28 1.12 1.88  -0.819
C -4.00 -1.81 0.99  -0.680
Si -0.83 -3.24 2.91  0.735
C 0.62 -3.49 4.07  -0.896
C -0.40 -4.05 1.29  -0.617
C -2.38 -4.09 3.54  -1.034
H -2.66 0.97 6.89  0.428
H -3.04 1.40 5.21  0.304
H -1.60 2.07 5.99  0.448
H 0.51 -0.63 7.10  0.473
H 0.82 0.84 6.18  0.422
H 1.24 -0.74 5.50  0.268
H -2.26 -1.57 7.23  0.454
H -1.42 -2.69 6.16  0.329
H -3.00 -2.06 5.70  0.255
H -4.47 -0.47 4.74  0.236
H -4.61 -2.11 4.11  0.359
H -5.76 -0.86 3.61  0.404
H -4.16 1.83 2.70  0.232
H -5.35 1.05 1.65  0.486
H -3.76 1.53 1.01  -0.057
H -3.08 -2.15 0.51  -0.222
H -4.64 -1.37 0.22  0.490
H -4.50 -2.69 1.39  0.499
H 1.50 -3.00 3.65  0.072
H 0.85 -4.56 4.16  0.444
H 0.45 -3.09 5.07  0.247
H 0.51 -3.64 0.85  -0.064
H -1.19 -4.00 0.55  0.156
H -0.21 -5.11 1.50  0.571
H -2.40 -4.18 4.62  0.361
H -2.42 -5.10 3.11  0.476
H -3.28 -3.57 3.23  0.011
C -0.81 -2.76 -6.16  -1.495
C -0.04 -2.72 -4.85  -0.275
N -0.41 -3.80 -3.94  0.667
C 0.01 -5.16 -4.28  -0.784
C -1.15 -6.06 -4.67  -1.162
C -1.01 -3.62 -2.74  -0.051
O -1.19 -4.53 -1.94  -0.662
C -1.45 -2.23 -2.37  0.936
C -2.48 -1.58 -3.02  -0.039
C -2.91 -0.37 -2.52  -1.987
C -2.26 0.17 -1.42  -0.421
N -1.22 -0.42 -0.81  1.874
C -0.87 -1.63 -1.27  -1.669
H -0.52 -1.91 -6.79  0.421
H -1.88 -2.71 -5.99  0.233
H -0.59 -3.68 -6.72  0.348
H -0.18 -1.77 -4.35  -0.045
H 1.03 -2.81 -5.05  0.609
H 0.52 -5.58 -3.41  0.392
H 0.72 -5.08 -5.10  0.487
H -1.83 -6.19 -3.82  0.285
H -0.78 -7.04 -4.96  0.429
H -1.72 -5.64 -5.50  0.265
H -2.96 -2.02 -3.89  0.500
H -3.73 0.18 -2.96  0.589
H -2.58 1.11 -1.01  0.411
H -0.06 -2.13 -0.76  -0.165

No. 3
Molecular formula: C4H12N2O2
Method: DFT, ωB97M-V/def2-TZVPD

Summary:
net charge = 0
energy = -11417.8027 eV
multiplicity = 1
E_LUMO = 0.8 eV
energy relative to the best compared isomer or geometry (same formula, charge and spin) = 32.6 kcal per mole
orbital gap = 10.309 eV
SMILES string = CNC(=O)[C@@H](C)N.O
HOMO = -9.46 eV

Last column: Mulliken charge in e.
Cartesian coordinates (Å):
C 1.38 -0.34 -2.13  -0.936
N 0.79 -1.12 -1.06  -0.172
C -0.32 -0.68 -0.41  0.246
O -0.60 -1.12 0.70  -0.661
C -1.32 0.24 -1.10  0.535
C -2.73 -0.29 -0.99  -1.399
N -1.09 1.57 -0.57  -0.639
H 1.54 0.69 -1.79  0.322
H 2.34 -0.78 -2.36  0.373
H 0.81 -0.48 -3.05  0.283
H 1.38 -1.74 -0.53  0.284
H -0.98 0.38 -2.12  0.321
H -2.86 -0.80 -0.04  0.307
H -3.05 -0.91 -1.82  0.325
H -3.46 0.53 -0.99  0.353
H -1.76 2.23 -0.95  0.234
H -1.12 1.60 0.44  0.225
O 3.71 0.10 6.59  -0.638
H 2.95 0.51 6.16  0.321
H 4.42 0.41 6.02  0.317

No. 4
Molecular formula: C5H8S
Method: DFT, ωB97M-V/def2-TZVPD

Summary:
net charge = 0
energy = -16148.3672 eV
multiplicity = 1
E_LUMO = 1.0 eV
energy relative to the best compared isomer or geometry (same formula, charge and spin) = 29.3 kcal per mole
orbital gap = 8.838 eV
SMILES string = C=C/C=C/SC
HOMO = -7.83 eV

Last column: Mulliken charge in e.
Cartesian coordinates (Å):
C -3.15 -0.41 0.09  -0.758
C -2.02 0.27 -0.18  -0.060
C -0.79 -0.57 -0.06  -0.102
C 0.39 0.05 -0.02  -0.357
S 1.91 -0.92 -0.08  -0.051
C 3.15 0.34 0.05  -0.873
H -3.12 -1.49 0.28  0.193
H -4.15 0.03 0.12  0.256
H -2.07 1.33 -0.37  0.306
H -0.91 -1.66 -0.14  0.246
H 0.51 1.14 0.08  0.303
H 4.15 -0.08 0.07  0.328
H 3.07 1.02 -0.80  0.284
H 3.05 0.95 0.97  0.284

No. 5
Molecular formula: C6H10O
Method: DFT, ωB97M-V/def2-TZVPD

Summary:
net charge = 0
energy = -8429.8433 eV
multiplicity = 1
E_LUMO = 1.0 eV
energy relative to the best compared isomer or geometry (same formula, charge and spin) = 32.2 kcal per mole
orbital gap = 11.104 eV
SMILES string = C#C[C@](C)(O)CC
HOMO = -10.15 eV

Last column: Mulliken charge in e.
Cartesian coordinates (Å):
C -1.13 2.30 0.45  0.084
C -0.79 1.15 0.32  -1.101
C -0.42 -0.28 0.16  1.488
C -1.55 -1.03 -0.54  -1.663
O -0.17 -0.86 1.44  -0.558
C 0.90 -0.41 -0.62  -0.688
C 2.07 0.28 0.05  -1.152
H -1.42 3.32 0.57  0.465
H -2.48 -0.96 0.03  0.398
H -1.74 -0.62 -1.54  0.344
H -1.27 -2.09 -0.64  0.374
H -0.94 -0.68 1.99  0.379
H 1.10 -1.48 -0.72  0.345
H 0.74 -0.01 -1.63  0.329
H 2.99 0.15 -0.53  0.371
H 2.24 -0.13 1.05  0.290
H 1.89 1.36 0.15  0.295

No. 6
Molecular formula: C17H21NO3S2
Method: DFT, ωB97M-V/def2-TZVPD

Summary:
net charge = 0
energy = -47255.9115 eV
multiplicity = 1
E_LUMO = 0.1 eV
energy relative to the best compared isomer or geometry (same formula, charge and spin) = 284.6 kcal per mole
orbital gap = 7.855 eV
HOMO = -7.72 eV

Last column: Mulliken charge in e.
Cartesian coordinates (Å):
C -4.58 -2.97 1.48  -1.209
C -3.73 -1.99 0.57  1.293
C -2.84 -2.31 -0.44  -0.598
C -2.26 -1.52 -1.23  -0.912
C -2.49 -0.32 -1.14  -0.689
C -3.46 0.22 0.02  -0.341
C -4.17 -0.74 0.91  -1.466
H -4.80 -0.25 1.38  0.611
H -3.62 1.39 -0.02  0.386
S -1.59 1.02 -1.98  1.081
O -2.58 2.36 -2.21  -0.748
O -1.09 0.52 -3.17  -0.612
N -0.43 1.49 -1.04  -0.224
C 0.75 1.08 -0.69  0.077
C 1.90 1.44 -0.38  -0.307
C 2.84 0.42 -0.04  0.490
C 2.51 -0.93 -0.51  0.236
S 0.77 -0.76 -0.98  -0.229
C 3.40 -1.90 -0.67  -0.423
C 4.53 -1.77 0.35  -0.787
C 5.17 -0.48 -0.19  -0.885
C 4.20 0.78 0.48  -0.766
H 4.69 1.74 -0.02  0.295
H 4.24 0.82 1.58  0.286
H 6.18 -0.22 0.16  0.393
H 5.48 -0.40 -1.19  0.429
H 5.26 -2.82 0.05  0.190
H 4.33 -1.66 1.26  0.586
H 2.64 -2.90 -0.13  0.203
H 3.61 -2.26 -1.57  0.411
H 2.10 2.60 -0.03  0.127
C -0.72 2.90 -0.37  -0.879
H 0.16 3.66 -0.42  0.228
C -0.87 2.61 1.25  -0.125
O -1.19 3.88 1.92  -0.616
H -1.91 4.52 1.56  0.310
H 0.11 2.40 1.54  0.297
H -1.62 1.99 1.73  0.261
H -1.62 3.38 -0.66  0.642
H -1.75 -1.68 -1.88  2.122
H -2.76 -3.54 -0.42  0.024
H -4.95 -2.51 2.64  0.252
H -5.70 -3.21 0.98  0.264
H -4.14 -4.05 1.49  0.321

No. 7
Molecular formula: CH5FOSi
Method: DFT, ωB97M-V/def2-TZVPD

Summary:
net charge = 0
energy = -13759.0591 eV
multiplicity = 1
E_LUMO = -0.2 eV
energy relative to the best compared isomer or geometry (same formula, charge and spin) = 29.1 kcal per mole
orbital gap = 8.201 eV
HOMO = -8.40 eV

Last column: Mulliken charge in e.
Cartesian coordinates (Å):
C -1.81 -0.20 0.71  -0.296
O 1.52 -1.23 -1.17  -0.312
F -2.64 -1.28 0.50  -0.255
Si 2.06 0.26 -0.98  0.115
H -1.42 0.28 -0.17  0.166
H -0.82 -0.43 1.25  0.147
H 2.09 -1.98 -1.02  0.328
H 3.49 0.26 -0.88  -0.116
H -2.34 0.62 1.30  0.223

No. 8
Molecular formula: C5H7I
Method: DFT, ωB97M-V/def2-TZVPD

Summary:
net charge = 0
energy = -13396.4494 eV
multiplicity = 1
E_LUMO = 0.6 eV
energy relative to the best compared isomer or geometry (same formula, charge and spin) = 23.8 kcal per mole
orbital gap = 9.905 eV
SMILES string = C[C@]1(I)C=CC1
HOMO = -9.30 eV

Last column: Mulliken charge in e.
Cartesian coordinates (Å):
C -0.59 -0.93 1.22  -1.629
C 0.29 0.15 0.49  0.987
I 1.77 1.07 1.71  0.088
C -0.58 1.08 -0.30  -0.871
C -0.14 0.63 -1.46  -0.094
C 0.82 -0.38 -0.84  -1.166
H -0.03 -1.48 1.84  0.475
H -1.23 -1.46 0.54  0.397
H -1.21 -0.44 1.86  0.470
H -1.24 1.99 -0.18  0.316
H -0.34 1.14 -2.38  0.387
H 0.74 -1.31 -1.30  0.349
H 1.75 -0.07 -1.21  0.292